Record 1
{
  "formula": "C2H4O2",
  "method": "wB97M-V/def2-TZVPD",
  "symbols": ["C", "O", "H", "H", "C", "O", "H", "H"],
  "positions_angstrom": [[-2.52193, -3.62404, 0.05435], [-3.45349, -3.25914, 0.71882], [-1.96932, -4.55117, 0.33809], [-2.21544, -3.12669, -0.89652], [2.55411, 3.68462, -0.05762], [3.42810, 2.80614, 0.06294], [1.83675, 3.58140, -0.90627], [2.34121, 4.48887, 0.68623]],
  "mulliken_charge": [-0.0477, -0.3730, 0.2079, 0.2128, -0.0252, -0.4045, 0.2084, 0.2213],
  "de_lowest_kcal_mol": 59.2,
  "smiles": "C=O.C=O",
  "homo_lumo_gap_ev": 10.840
}

=====

Record 2
{
  "formula": "C2H4O2",
  "method": "wB97M-V/def2-TZVPD",
  "symbols": ["C", "O", "C", "O", "H", "H", "H", "H"],
  "positions_angstrom": [[-1.03367, -0.11643, 0.07404], [0.26485, -0.59739, 0.40234], [1.32878, 0.10567, -0.01507], [1.43462, 1.29860, -0.10467], [-0.95282, 0.73861, -0.59936], [-1.58817, 0.15836, 0.97216], [-1.53290, -0.94931, -0.42920], [2.07933, -0.63810, -0.30024]],
  "mulliken_charge": [-0.5597, -0.2939, 0.2442, -0.4794, 0.3193, 0.2198, 0.2202, 0.3295],
  "de_lowest_kcal_mol": 23.5,
  "smiles": "COC=O",
  "homo_lumo_gap_ev": 11.867
}

=====

Record 3
{
  "formula": "C2H4O2",
  "method": "wB97M-V/def2-TZVPD",
  "symbols": ["O", "C", "O", "C", "H", "H", "H", "H"],
  "positions_angstrom": [[0.38524, -1.50884, 0.55481], [-0.09915, -0.45643, 0.30328], [-1.47428, -0.34215, 0.52711], [0.59085, 0.62360, -0.44492], [-1.86181, -1.16914, 1.01331], [0.30961, 0.63103, -1.41901], [1.67197, 0.53071, -0.36156], [0.47759, 1.69122, -0.17301]],
  "mulliken_charge": [-0.0190, 0.8405, -0.3313, -0.9493, 0.4122, 0.3246, 0.3600, 0.3624],
  "de_lowest_kcal_mol": 18.0,
  "charge": 1,
  "homo_lumo_gap_ev": [14.056, 8.732],
  "spin_multiplicity": 2
}

=====

Record 4
{
  "formula": "C2H4O2P",
  "method": "wB97M-V/def2-TZVPD",
  "symbols": ["C", "C", "O", "O", "P", "H", "H", "H", "H"],
  "positions_angstrom": [[0.31211, -0.27263, 0.60178], [-0.98003, -0.67285, 0.68142], [-3.68224, -1.04561, -0.09290], [-2.59961, 1.23504, 0.12633], [-2.48382, -0.20458, -0.13375], [0.88625, -0.63247, 1.42347], [0.88038, 0.19193, -0.20419], [-2.38290, 2.21464, -1.47412], [-2.15993, 2.89721, -1.94761]],
  "mulliken_charge": [-0.4382, -0.3650, -0.6519, -0.6155, 0.6468, 0.2203, 0.2456, -0.3094, 0.2673],
  "de_lowest_kcal_mol": 64.4,
  "charge": -1,
  "homo_lumo_gap_ev": [7.551, 7.553]
}

=====

Record 5
{
  "formula": "C2H4O2P",
  "method": "wB97M-V/def2-TZVPD",
  "symbols": ["C", "C", "O", "O", "P", "H", "H", "H", "H"],
  "positions_angstrom": [[0.76916, -0.33223, -0.31950], [-0.27865, 0.71019, 0.29964], [0.11909, -1.52334, -0.48816], [-1.47977, 0.02263, 0.51837], [-1.55762, -1.46903, 0.14940], [1.12540, 0.23663, -1.15289], [1.65747, -0.40463, 0.38075], [0.16393, 1.15380, 1.08013], [-0.51900, 1.60599, -0.46774]],
  "mulliken_charge": [-0.1732, -0.3990, -0.3668, -0.1499, 0.7998, 0.3220, 0.3097, 0.3653, 0.2921],
  "de_lowest_kcal_mol": 37.3,
  "charge": 1,
  "homo_lumo_gap_ev": 8.817
}

=====

Record 6
{
  "formula": "C2H4O2P",
  "method": "wB97M-V/def2-TZVPD",
  "symbols": ["C", "C", "O", "O", "P", "H", "H", "H", "H"],
  "positions_angstrom": [[0.18319, 0.62065, -0.31297], [0.34191, -0.73434, 0.22016], [2.22682, 1.21603, 0.27442], [1.63433, -1.19228, -0.07395], [2.86205, -0.06177, -0.07067], [0.57631, 0.87805, -1.29547], [-0.57658, 1.19925, 0.12332], [0.28316, -0.98012, 1.26572], [-0.51102, -1.27890, -0.32508]],
  "mulliken_charge": [-0.2609, 0.0067, -0.3671, -0.2726, 0.6296, 0.3072, 0.3329, 0.3139, 0.3105],
  "de_lowest_kcal_mol": 44.8,
  "charge": 1,
  "homo_lumo_gap_ev": 9.727
}

=====

Record 7
{
  "formula": "C2H4O2P2",
  "method": "wB97M-V/def2-TZVPD",
  "symbols": ["C", "C", "O", "O", "P", "P", "H", "H", "H", "H"],
  "positions_angstrom": [[-1.81077, -0.10338, -1.37510], [0.42075, 0.31067, 0.59182], [-1.12969, 2.35862, -0.08259], [-2.38013, 0.21454, 0.99074], [-3.03692, -0.90657, -0.15142], [-1.22147, 0.87750, 0.04891], [-1.41666, -0.38146, -2.36365], [0.39570, -0.75278, 0.96085], [0.92654, 0.35411, -0.25962], [0.64751, 1.07522, 1.36122]],
  "mulliken_charge": [-0.4770, -0.8832, -0.6513, -0.3443, 0.1314, 0.8795, 0.4223, 0.2872, 0.3761, 0.2592],
  "de_lowest_kcal_mol": 0.0,
  "homo_lumo_gap_ev": [8.356, 7.313],
  "spin_multiplicity": 3
}

=====

Record 8
{
  "formula": "C2H4O2S",
  "method": "wB97M-V/def2-TZVPD",
  "symbols": ["C", "C", "O", "O", "S", "H", "H", "H", "H"],
  "positions_angstrom": [[0.03619, 1.25147, 0.70509], [0.67714, 0.12720, 0.80850], [-1.63533, -0.56161, -1.66437], [0.29365, -2.04974, -1.35109], [-0.98421, -1.53917, -0.82689], [-0.90890, 1.52106, 0.88502], [0.57871, 2.01168, 0.10678], [1.60613, 0.18319, 0.26672], [0.33662, -0.94408, 1.07023]],
  "mulliken_charge": [-0.5152, -0.5903, -0.3765, -0.3863, 0.7239, 0.3497, 0.1821, 0.2411, 0.3715],
  "de_lowest_kcal_mol": 54.7,
  "homo_lumo_gap_ev": 9.606
}

=====

Record 9
{
  "formula": "C2H4O2S",
  "method": "wB97M-V/def2-TZVPD",
  "symbols": ["C", "C", "O", "O", "S", "H", "H", "H", "H"],
  "positions_angstrom": [[0.05525, -0.59693, 0.04930], [-0.18274, 0.67874, -0.05771], [2.88735, 1.16267, -0.31414], [2.68296, -1.26248, -0.37750], [2.47191, -0.04742, 0.39226], [0.46054, -0.89326, 0.92155], [-0.30452, -1.28592, -0.68780], [-0.76186, 0.95626, -0.95146], [0.24423, 1.50494, 0.67347]],
  "mulliken_charge": [-0.7783, -0.4117, -0.4160, -0.4155, 0.7395, 0.5603, 0.2649, 0.2127, 0.2441],
  "de_lowest_kcal_mol": 58.3,
  "homo_lumo_gap_ev": 9.884
}

=====

Record 10
{
  "formula": "C2H4O2S",
  "method": "wB97M-V/def2-TZVPD",
  "symbols": ["C", "C", "O", "H", "H", "H", "H", "O", "S"],
  "positions_angstrom": [[0.17901, -0.61163, 0.29531], [0.83737, -1.18406, -0.99820], [0.99369, -0.57081, -2.02633], [0.21414, 0.45144, 0.40497], [0.39770, -1.09526, 1.16338], [-0.96988, -0.57972, 0.33555], [1.14747, -2.21005, -0.77309], [-0.43317, -3.30479, 1.77946], [-0.27775, -4.65456, 1.22550]],
  "mulliken_charge": [-0.9838, 0.2601, -0.4729, 0.3452, 0.3481, 0.2741, 0.2369, -0.2644, 0.2568],
  "de_lowest_kcal_mol": 73.9,
  "smiles": "CC=O.O=S",
  "homo_lumo_gap_ev": [7.801, 7.783]
}

=====

Record 11
{
  "formula": "C2H4O2S",
  "method": "wB97M-V/def2-TZVPD",
  "symbols": ["C", "C", "O", "O", "S", "H", "H", "H", "H"],
  "positions_angstrom": [[0.03409, -0.75340, -0.31461], [-0.04745, -0.57989, 1.14655], [-0.81865, 2.15587, -1.87562], [1.09701, -0.44988, -0.96784], [-1.98593, 1.22253, -1.62434], [-0.57761, -1.47476, 1.42362], [-0.50509, 0.34584, 1.19630], [0.91950, -0.47170, 1.66652], [1.88413, 0.00540, -0.65058]],
  "mulliken_charge": [-0.1383, -0.6968, -0.3143, -0.2236, 0.2633, 0.2716, 0.2677, 0.3004, 0.2699],
  "de_lowest_kcal_mol": 124.6,
  "homo_lumo_gap_ev": [6.917, 6.856]
}

=====

Record 12
{
  "formula": "C2H4O2S2",
  "method": "wB97M-V/def2-TZVPD",
  "symbols": ["C", "C", "O", "O", "S", "S", "H", "H", "H", "H"],
  "positions_angstrom": [[0.93579, 0.40354, -0.28538], [0.19657, -0.03707, 0.88143], [-2.24916, -0.87306, 1.15928], [-1.03597, -1.51770, -0.96317], [2.01593, -0.48621, -1.09678], [-1.49494, -0.28808, 0.06753], [2.66208, -1.87254, -0.74558], [-0.02311, 0.72667, 1.51687], [0.46140, -0.90915, 1.42849], [-1.01163, -2.22275, -0.24926]],
  "mulliken_charge": [-0.1245, -0.5023, -0.5237, -0.4299, -0.1081, 0.5700, 0.0681, 0.3002, 0.4098, 0.3404],
  "de_lowest_kcal_mol": 104.9,
  "homo_lumo_gap_ev": 8.683
}

=====

Record 13
{
  "formula": "C2H4O2S2",
  "method": "wB97M-V/def2-TZVPD",
  "symbols": ["C", "C", "O", "O", "S", "S", "H", "H", "H", "H"],
  "positions_angstrom": [[0.28521, 0.78038, 0.18002], [-0.82336, -0.06118, 0.61684], [2.76379, 0.86764, -0.65008], [2.03317, -1.10289, 0.63762], [-1.54856, -1.33643, -0.49533], [1.68633, 0.00305, -0.24103], [-0.05017, 1.59876, -1.10148], [-0.35629, -0.63827, 1.29541], [-1.50840, 0.50138, 1.10326], [-2.48172, -0.61244, -1.34524]],
  "mulliken_charge": [-0.1476, -0.7530, -0.4683, -0.4863, -0.1930, 0.8524, 0.2270, 0.3680, 0.4532, 0.1476],
  "de_lowest_kcal_mol": 120.6,
  "homo_lumo_gap_ev": [7.754, 7.752]
}

=====

Record 14
{
  "formula": "C2H4O3",
  "method": "wB97M-V/def2-TZVPD",
  "symbols": ["C", "C", "O", "O", "O", "H", "H", "H", "H"],
  "positions_angstrom": [[2.02380, -0.04697, -0.37598], [-1.05787, -0.02554, 1.43162], [1.94028, 0.98490, 0.21087], [-2.14973, 0.34920, -0.75004], [-0.78826, 0.10252, 0.30779], [1.03354, -0.64695, -0.59655], [3.05902, -0.44527, -0.78492], [-1.97526, 0.09822, 1.88366], [-2.08553, -0.37011, -1.32646]],
  "mulliken_charge": [-0.0351, -0.0238, -0.3576, -0.4964, -0.1268, 0.1751, 0.2392, 0.3509, 0.2744],
  "de_lowest_kcal_mol": 156.8,
  "homo_lumo_gap_ev": [9.154, 9.683]
}

=====

Record 15
{
  "formula": "C2H4O3",
  "method": "wB97M-V/def2-TZVPD",
  "symbols": ["C", "C", "O", "O", "O", "H", "H", "H", "H"],
  "positions_angstrom": [[2.38308, 0.41878, -0.06219], [-1.02750, -0.55361, 0.10531], [2.54173, 1.54296, 0.10839], [2.08434, -0.67968, -0.23328], [-0.87270, 0.84187, -0.16065], [-1.89579, -0.88083, -0.51641], [-1.41946, -0.65710, 1.15860], [0.00817, -1.03944, -0.22573], [-1.80186, 1.00704, -0.17405]],
  "mulliken_charge": [0.4791, -1.3338, -0.2702, -0.3846, -0.2967, 0.6644, 0.6351, 0.1417, 0.3651],
  "de_lowest_kcal_mol": 0.0,
  "homo_lumo_gap_ev": [4.573, 8.506],
  "spin_multiplicity": 3
}

=====

Record 16
{
  "formula": "C2H4O3",
  "method": "wB97M-V/def2-TZVPD",
  "symbols": ["C", "C", "O", "O", "O", "H", "H", "H", "H"],
  "positions_angstrom": [[0.69881, 0.92132, -0.34106], [1.01865, -0.44821, -0.16321], [1.20779, 0.29927, 0.92517], [-1.58880, -0.41354, 0.25786], [1.04248, -1.57634, -0.55667], [1.48434, 1.63562, -0.73793], [-0.23719, 1.40594, -0.18230], [-1.14800, -1.15877, 0.53715], [-2.47808, -0.66530, 0.26100]],
  "mulliken_charge": [-0.2153, 0.4654, -0.3367, -0.5430, -0.3239, 0.2063, 0.2071, 0.2607, 0.2795],
  "de_lowest_kcal_mol": 9.8,
  "homo_lumo_gap_ev": [6.014, 8.089],
  "spin_multiplicity": 3
}

=====

Record 17
{
  "formula": "C2H4O3P",
  "method": "wB97M-V/def2-TZVPD",
  "symbols": ["C", "C", "O", "O", "O", "P", "H", "H", "H", "H"],
  "positions_angstrom": [[0.46734, -0.40333, 0.10458], [0.61978, 1.49638, 0.27011], [-0.69977, -2.71034, -0.95224], [-2.27560, -0.68547, -0.69704], [-0.23064, -1.02583, 1.08049], [-0.93416, -1.28840, -0.45926], [1.37773, -0.87257, -0.14302], [1.53487, 1.64740, -0.24188], [0.37120, 1.81644, 1.30108], [-0.23076, 2.02572, -0.26280]],
  "mulliken_charge": [0.0068, -0.9219, -0.7393, -0.7263, -0.4634, 0.6910, 0.3701, 0.2739, 0.2758, 0.2333],
  "de_lowest_kcal_mol": 47.0,
  "charge": -1,
  "homo_lumo_gap_ev": 8.731
}

=====

Record 18
{
  "formula": "C2H4O3P",
  "method": "wB97M-V/def2-TZVPD",
  "symbols": ["C", "C", "O", "O", "O", "P", "H", "H", "H", "H"],
  "positions_angstrom": [[0.79411, -0.04904, -1.10376], [0.19109, 0.90957, -0.20906], [1.12735, -1.24807, -0.50034], [0.93878, 0.05918, -2.32459], [-0.89709, -1.57681, 1.23432], [-1.68903, -0.34268, 0.81773], [-0.09015, 1.87678, -0.84255], [0.46045, 1.16404, 0.74658], [0.41347, -1.20466, 0.19463], [-1.24897, 0.41169, 1.98704]],
  "mulliken_charge": [0.7336, -1.2399, -0.4723, -0.6630, -0.6345, 0.2226, 0.2012, 0.5054, 0.3868, -0.0401],
  "de_lowest_kcal_mol": 59.9,
  "charge": -1,
  "homo_lumo_gap_ev": 8.293
}

=====

Record 19
{
  "formula": "C2H4O3PS",
  "method": "wB97M-V/def2-TZVPD",
  "symbols": ["C", "C", "O", "O", "O", "P", "S", "H", "H", "H", "H"],
  "positions_angstrom": [[0.32063, -1.10339, -1.47708], [-1.63711, 1.24746, 0.74867], [0.91841, 1.40065, -0.85946], [0.13736, -0.01610, 0.89182], [2.43770, -0.33564, -0.00442], [0.44249, -2.68585, -0.81375], [1.05362, 0.05428, -0.35672], [-1.24362, 1.07725, -0.21570], [-1.57371, 2.27079, 1.25763], [-2.47516, 0.59616, 0.94770], [1.61939, -2.50563, -0.11869]],
  "mulliken_charge": [-0.2985, -0.2347, -0.6516, -0.5215, -0.6098, -0.1670, 0.8352, 0.1887, 0.2331, 0.2642, -0.0381],
  "de_lowest_kcal_mol": 200.9,
  "charge": -1,
  "homo_lumo_gap_ev": [4.968, 5.057]
}

=====

Record 20
{
  "formula": "C2H4O3Ru",
  "method": "wB97M-V/def2-TZVPD",
  "symbols": ["O", "C", "Ru", "O", "O", "H", "C", "H", "H", "H"],
  "positions_angstrom": [[0.38257, -0.16544, -1.19366], [-0.21145, 0.32235, -0.23499], [2.22411, 0.53392, -0.36005], [-0.71192, -0.37284, 0.72312], [0.37440, 1.44097, 0.21810], [-0.18009, 2.05442, 0.72635], [-1.37252, -1.62184, 0.39905], [-0.60071, -2.33285, 0.09153], [-1.89216, -1.90631, 1.31503], [-2.09201, -1.51527, -0.41788]],
  "mulliken_charge": [-0.4349, 1.0942, 1.6225, -0.0191, -0.5003, 0.4118, -0.3279, 0.4232, 0.3218, 0.4087],
  "charge": 3,
  "homo_lumo_gap_ev": [11.315, 5.601],
  "spin_multiplicity": 6
}